DFT (ωB97M-V/def2-TZVPD) results for C39H38ClFFeN5O5 as an isolated structure in a non-equilibrium geometry.

The geometry in ORCA input format:
```
! RIJCOSX wB97M-V def2-TZVPD def2/J DEFGRID3
* xyz 0 6
Fe 0.2420 -2.7752 0.5242
O 0.1067 -4.7344 0.5168
C 0.0936 -5.7607 1.2823
C 0.0418 -7.0600 0.7015
C 0.0896 -8.2009 1.4612
C 0.1746 -8.1273 2.8573
C 0.2113 -6.8881 3.4504
C 0.1692 -5.6987 2.7066
C 0.2707 -4.4549 3.4274
N 0.2423 -3.2823 2.9328
C 0.4315 -2.1691 3.8397
C 0.7707 -0.9107 3.0381
N 1.5573 -1.2813 1.8979
C 2.5237 -0.5640 1.4968
C 3.3265 -0.8477 0.3335
C 4.3803 0.0281 0.0263
C 5.2377 -0.1882 -1.0258
C 5.0661 -1.3432 -1.8048
C 4.0304 -2.2052 -1.5559
C 3.0867 -1.9926 -0.5028
O 2.1239 -2.8174 -0.3624
H -0.0140 -7.1050 -0.3793
H 0.0729 -9.1700 0.9753
H 0.2175 -9.0283 3.4552
H 0.2836 -6.8120 4.5312
H 0.4099 -4.5759 4.5139
H 1.2344 -2.3855 4.5561
H -0.4850 -1.9911 4.4133
H 1.2684 -0.1665 3.6790
H -0.1672 -0.4763 2.6676
H 2.7985 0.3482 2.0565
H 4.5197 0.9073 0.6509
H 6.0436 0.5035 -1.2362
H 5.7644 -1.5632 -2.6045
H 3.8891 -3.1019 -2.1466
C -4.1931 3.4114 -1.1854
C -3.6810 3.1380 0.2286
N -2.6262 2.1362 0.2330
C -2.9759 0.8308 0.4659
C -2.1383 -0.2228 0.3512
C -2.7022 -1.5963 0.7259
O -3.9199 -1.6438 0.9355
O -1.8772 -2.5434 0.8178
C -0.7867 0.0038 -0.0716
O 0.0255 -0.8818 -0.3482
C -0.3843 1.3924 -0.1839
C 0.9486 1.7052 -0.4476
C 1.3550 3.0107 -0.5262
F 2.6807 3.2524 -0.6772
C 0.4531 4.0665 -0.4671
C -0.8983 3.7513 -0.3054
C -1.3213 2.4411 -0.0866
N 0.7968 5.4509 -0.5876
C 2.1848 5.8219 -0.8601
C 2.1843 7.3339 -1.2047
N 0.7737 7.6745 -1.5610
C -0.0606 7.6956 -0.3235
C 0.2543 6.3695 0.4117
H -5.0052 4.1384 -1.1679
H -4.5599 2.4835 -1.6231
H -3.3880 3.7854 -1.8191
H -4.4918 2.7610 0.8492
H -3.3207 4.0573 0.6949
H -3.9996 0.6486 0.7684
H 1.6610 0.8942 -0.5572
H -1.6161 4.5568 -0.3529
H 2.5481 5.2432 -1.7043
H 2.8496 5.6377 -0.0112
H 2.8426 7.5550 -2.0407
H 2.4806 7.9463 -0.3556
H 0.4352 6.8337 -2.0556
H 0.6812 8.5150 -2.1247
H -1.1061 7.7599 -0.6210
H 0.1917 8.5672 0.2763
H -0.6422 5.9601 0.8614
H 0.9757 6.5482 1.2185
Cl -1.4427 -0.2941 -3.5254
C -2.1327 -1.7897 -2.9685
C -3.5000 -1.8585 -2.8331
C -4.0953 -3.0238 -2.3634
C -3.3003 -4.1153 -2.0219
C -1.9383 -4.0576 -2.1709
C -1.2803 -2.8915 -2.6594
C 0.0971 -2.8724 -2.8216
H -4.1049 -0.9924 -3.0692
H -5.1669 -3.0624 -2.2316
H -3.7601 -5.0039 -1.6107
H -1.3153 -4.8938 -1.8812
H 0.6046 -2.0094 -3.2239
H 0.6947 -3.7342 -2.5618
*
```

Computed properties:
Lowest unoccupied orbital energy (alpha / beta)   -1.81 / -1.81 eV
Energy   -108373.2247 eV
HOMO (alpha / beta)   -5.8 / -5.8 eV
Relative energy (zero: lowest compared OMol25 entry of this formula, charge and spin)   0.2477 eV

Atom charges from the Mulliken analysis, given in e for atoms 1 to 8: 1.9246, -0.0313, 0.1330, -0.8322, -0.4498, -0.7806, -0.6505, 0.5662